1.
ORCA calculation (the ωB97M-V functional and the def2-TZVPD basis) on the ion C3H7N2O with charge +1.

The value obtained for the orbital gap (alpha / beta) is 7.93 / 7.92 eV. The value obtained for the LUMO energy (alpha / beta) is -5.33 / -5.33 eV. As for the total energy: -8240.6489 eV. Its spin multiplicity is 1. As for the total charge: +1.

Each line ends with the natural charge from an NBO analysis.
Geometry (Å):
C  -1.246  1.355  -0.019  -0.04
C  0.941  0.206  0.676  -0.07
C  -0.848  -0.858  -0.138  0.56
N  1.349  -1.139  0.126  -0.79
N  -0.381  0.394  0.197  -0.35
O  -1.404  -1.171  -1.150  -0.53
H  -2.092  1.110  -0.744  0.20
H  -1.168  2.379  0.304  0.25
H  0.961  0.238  1.748  0.24
H  1.702  0.873  0.261  0.25
H  2.259  -1.115  -0.374  0.40
H  1.527  -1.819  0.850  0.40
H  -1.601  -0.454  -1.735  0.47

Forces on atoms 1 to 6 (eV/Å):
0.1690 -0.2407 -1.2845
3.4531 -1.4039 0.0911
2.5353 -2.1793 5.4323
0.3884 1.1071 0.1612
-2.9980 1.4933 -2.4996
-2.1932 -1.6888 -2.6532

2.
ORCA calculation (the ωB97M-V functional and the def2-TZVPD basis) on the ion C3H7N2O2 with charge +1.

The value obtained for the orbital gap is 8.77 eV. The value obtained for the LUMO energy is -4.93 eV. The SMILES is CON1C=[NH+]CO1. As for the total energy: -10286.8746 eV. Its spin multiplicity is 1. As for the total charge: +1.

Each line ends with the natural charge from an NBO analysis.
Geometry (Å):
C  2.609  0.303  0.127  -0.26
O  1.496  -0.364  -0.557  -0.35
N  0.312  -0.435  0.080  0.14
C  -0.955  -1.250  -0.473  0.39
N  -1.942  -0.561  -0.195  -0.45
C  -1.630  0.773  0.269  0.07
O  -0.237  0.930  0.249  -0.36
H  3.150  0.501  -0.804  0.23
H  3.106  -0.491  0.859  0.22
H  2.280  1.256  0.519  0.21
H  -0.837  -2.185  -0.912  0.26
H  -2.988  -0.754  -0.144  0.48
H  -2.289  1.494  -0.301  0.22
H  -2.075  0.783  1.282  0.20

Forces on atoms 1 to 6 (eV/Å):
0.2967 -2.1158 0.3189
-1.5042 -0.3406 -1.3564
-2.7659 -1.4053 0.6749
5.7952 2.6837 0.9378
-3.5653 0.8111 -0.0473
-1.4753 1.3606 1.3809

3.
ORCA calculation (the ωB97M-V functional and the def2-TZVPD basis) on a cluster of 2 separate species, C3H7N2O2 in total.

The value obtained for the orbital gap is 9.73 eV. The value obtained for the LUMO energy is -4.12 eV. As for the total energy: -10290.1906 eV. Its spin multiplicity is 1. As for the total charge: +1.

Each line ends with the natural charge from an NBO analysis.
Geometry (Å):
C  -0.767  0.879  -0.473  -0.42
C  0.639  1.086  -0.957  0.70
C  -0.991  -0.459  -0.666  0.11
N  0.166  -0.980  -1.067  -0.19
N  -0.052  -1.119  1.814  -1.13
O  1.168  -0.103  -1.131  -0.20
O  1.492  2.055  -0.933  -0.58
H  -1.523  1.604  -0.240  0.28
H  -2.039  -0.976  -0.674  0.31
H  0.466  -1.949  -1.146  0.45
H  -0.786  -0.592  2.303  0.38
H  0.773  -0.399  1.646  0.36
H  0.256  -1.951  2.377  0.40
H  1.197  2.906  -0.851  0.53

Forces on atoms 1 to 6 (eV/Å):
2.4337 1.3381 -1.9078
-3.5127 -0.0719 3.2247
-1.1215 -0.2490 -0.5057
-1.0784 -2.4183 -0.4776
1.7872 1.1292 0.0520
0.4781 0.5492 -0.6458